(1)
A molecular structure, C26H16Cl2IN3OPdS3. Source: the OMol25 dataset; level of theory: wB97M-V/def2-TZVPD.

Structure (ORCA input):
```
! RIJCOSX wB97M-V def2-TZVPD def2/J DEFGRID3
* xyz -2 3
Pd -0.0767 -0.4189 0.6907
Cl 1.3032 -4.5677 3.4917
C 2.1022 -3.8815 2.0918
C 3.2299 -4.5122 1.5891
C 3.8754 -3.9743 0.4943
Cl 5.3132 -4.7979 -0.1052
C 3.4290 -2.8072 -0.1523
C 4.0524 -2.1823 -1.2693
C 3.4797 -0.9992 -1.7727
C 2.3317 -0.4877 -1.2255
N 1.7008 -1.0859 -0.1822
C 2.2602 -2.2079 0.3789
C 1.5926 -2.6996 1.5326
O 0.5681 -2.0650 2.0349
H 3.5966 -5.4161 2.0550
H 4.9522 -2.6009 -1.6942
H 3.9432 -0.4713 -2.5977
H 1.8713 0.4153 -1.6101
I -1.8624 1.4875 -0.7654
C -1.7988 0.4823 1.1803
H -2.7266 -0.0749 1.2379
H -1.7170 1.2808 1.9114
C -1.2375 -1.8022 -0.1616
C -2.0639 -2.6713 -0.3493
C -3.0361 -3.6924 -0.5724
C -3.6712 -3.8478 -1.8095
C -4.6263 -4.8341 -2.0002
C -4.9708 -5.6913 -0.9636
C -4.3421 -5.5517 0.2683
C -3.3875 -4.5685 0.4637
H -3.4029 -3.1798 -2.6177
H -5.1039 -4.9349 -2.9682
H -5.7178 -6.4616 -1.1142
H -4.5951 -6.2191 1.0838
H -2.8839 -4.4619 1.4155
S 3.6402 5.4102 -0.8385
C 2.6173 4.3990 0.0225
S 3.1319 2.8665 0.6248
C 1.5329 2.5344 1.2561
N 0.6974 3.4912 1.0139
N 1.3025 4.5312 0.3267
C 0.4389 5.6305 0.0526
C 0.9055 6.9371 -0.0368
C 0.0090 7.9669 -0.2851
C -1.3440 7.7114 -0.4434
C -1.8014 6.4043 -0.3413
C -0.9216 5.3659 -0.0910
S 1.2348 1.0780 2.1326
H 1.9557 7.1434 0.0818
H 0.3833 8.9811 -0.3526
H -2.0356 8.5211 -0.6416
H -2.8542 6.1808 -0.4602
H -1.2736 4.3482 -0.0088
*
```

The calculation puts the HOMO energy (spin up / spin down) at 0.6 / -1.5 eV. Its orbital gap (spin up / spin down) is 3.39 / 5.38 eV. The value obtained for the largest force on an atom is 0.71 eV/A.

Results of the natural (NBO) charge analysis, in e, for atoms 1 through 8:
1. Pd 0.913
2. Cl -0.067
3. C -0.153
4. C -0.262
5. C -0.089
6. Cl -0.097
7. C -0.079
8. C -0.336

=====

(2)
3 unconnected molecules or ions with the total composition C12H24FN3O2P at a distorted geometry. Source: the OMol25 dataset; level of theory: wB97M-V/def2-TZVPD.

Structure (ORCA input):
```
! RIJCOSX wB97M-V def2-TZVPD def2/J DEFGRID3
* xyz -1 1
C -1.3863 -1.7354 2.9293
C -0.0690 -0.9858 2.8111
O 0.6517 -0.9137 3.7894
N 0.3233 -0.4562 1.5636
P 0.6824 -1.8291 0.2619
F 0.3320 -0.6309 -0.9495
C -0.4381 0.6410 1.1065
C -1.7951 0.4463 0.4566
O -0.0143 1.7845 1.2120
H -1.1620 -2.8044 2.8699
H -2.0930 -1.4985 2.1343
H -1.8282 -1.5142 3.9037
H -0.7047 -2.1764 0.2319
H 0.9758 -2.8179 -0.7545
H 2.0221 -1.3627 0.2849
H 0.9452 -2.7692 1.3303
H -2.0534 -0.5941 0.2680
H -2.5692 0.9478 1.0473
H -1.7320 0.9712 -0.5012
C -3.0106 -0.7094 -5.3252
C -2.5239 0.2037 -4.2062
C -1.6551 -0.5255 -3.1781
C -2.3971 -1.5544 -2.4554
N -2.9768 -2.3662 -1.8877
H -3.6448 -1.5057 -4.9327
H -3.5895 -0.1507 -6.0619
H -2.1687 -1.1749 -5.8415
H -3.3790 0.6550 -3.6990
H -1.9350 1.0224 -4.6242
H -1.2438 0.1633 -2.4407
H -0.7997 -1.0016 -3.6604
C 2.9502 1.6272 3.3338
C 3.2902 2.7615 2.3743
C 3.1525 2.3366 0.9083
C 4.0849 1.2673 0.5601
N 4.7816 0.3802 0.3416
H 3.6428 0.7924 3.2186
H 3.0025 1.9683 4.3699
H 1.9507 1.2434 3.1431
H 4.3068 3.1221 2.5580
H 2.6165 3.6051 2.5398
H 3.3160 3.1807 0.2348
H 2.1421 1.9570 0.7355
*
```

The calculation puts the HOMO energy at -5.1 eV. Its orbital gap is 8.02 eV. The value obtained for the largest force on an atom is 1.08 eV/A.

Results of the natural (NBO) charge analysis, in e, for atoms 1 through 8:
1. C -0.738
2. C 0.733
3. O -0.581
4. N -0.870
5. P 0.914
6. F -0.686
7. C 0.760
8. C -0.737

=====

(3)
8 unconnected molecules or ions with the total composition C16H24N8 at a distorted geometry. Source: the OMol25 dataset; level of theory: wB97M-V/def2-TZVPD.

Structure (ORCA input):
```
! RIJCOSX wB97M-V def2-TZVPD def2/J DEFGRID3
* xyz 0 1
C 4.2019 2.7772 -2.6622
C 4.9802 4.0060 -2.7659
N 5.5656 4.9876 -2.8781
H 3.6802 2.7291 -1.7043
H 4.8237 1.8882 -2.7216
H 3.4063 2.7498 -3.4047
C 4.3230 -1.6092 1.4157
C 3.7219 -1.0915 0.1743
N 3.3085 -0.7141 -0.8156
H 4.0608 -1.0391 2.3006
H 5.3883 -1.7218 1.2348
H 3.9104 -2.6089 1.5707
C -1.4540 4.8319 -4.7052
C -1.2890 4.0561 -3.4703
N -1.1241 3.4183 -2.5338
H -2.4208 5.3287 -4.7022
H -1.3797 4.0852 -5.4934
H -0.6742 5.5909 -4.6951
C 0.8435 -3.7519 2.5389
C 0.3846 -3.8436 3.9242
N 0.0127 -3.8617 5.0101
H 1.3952 -4.5972 2.1476
H 1.3549 -2.7911 2.4524
H -0.0303 -3.5872 1.9023
C -3.3830 -2.3564 1.9506
C -3.1149 -3.7318 1.5164
N -2.9459 -4.8062 1.1530
H -3.7011 -2.3520 2.9909
H -4.2869 -2.1265 1.3776
H -2.5506 -1.7038 1.7113
C -3.3757 -0.3804 -2.6239
C -4.3053 0.7487 -2.7186
N -5.0614 1.6102 -2.7409
H -4.0068 -1.2129 -2.2971
H -2.6712 -0.1808 -1.8214
H -2.9404 -0.6727 -3.5727
C 0.3794 0.9921 -0.8909
C 0.2435 0.0353 0.2070
N 0.1106 -0.7243 1.0551
H 0.9913 1.8616 -0.6705
H -0.5892 1.2333 -1.3157
H 0.9571 0.5074 -1.6842
C -0.6839 -0.4933 4.1773
C -1.9252 0.0025 4.7544
N -2.8925 0.3549 5.2535
H -0.1541 0.4083 3.8725
H -0.9029 -1.1037 3.3046
H -0.1807 -1.1409 4.8922
*
```

The calculation puts the HOMO energy at -11.6 eV. Its orbital gap is 11.59 eV. Its SMILES is CC#N.CC#N.CC#N.CC#N.CC#N.CC#N.CC#N.CC#N. The value obtained for the largest force on an atom is 1.76 eV/A.

Results of the natural (NBO) charge analysis, in e, for atoms 1 through 8:
1. C -0.723
2. C 0.284
3. N -0.326
4. H 0.252
5. H 0.260
6. H 0.253
7. C -0.720
8. C 0.317

=====

(4)
A molecular structure, C29H33BBrIN9OPbS. Source: the OMol25 dataset; level of theory: wB97M-V/def2-TZVPD.

Structure (ORCA input):
```
! RIJCOSX wB97M-V def2-TZVPD def2/J DEFGRID3
* xyz 1 1
Pb -0.1002 -0.0028 0.1305
C 1.4406 -1.6620 3.1377
C 0.8473 -2.5819 2.1267
C 0.9220 -3.9702 2.0713
C 0.2055 -4.3387 0.9424
C -0.0292 -5.7146 0.4192
N -0.2587 -3.2172 0.3628
N 0.1210 -2.1399 1.1020
B -1.1674 -3.0668 -0.8895
N -2.4074 -2.2358 -0.5263
N -2.3211 -0.9690 -0.0426
C -3.5546 -0.5192 0.1472
C -3.8092 0.8535 0.6709
C -4.4704 -1.5099 -0.2179
C -3.7069 -2.5817 -0.6406
C -4.1636 -3.9075 -1.1437
N -0.3786 -2.3898 -2.0438
N -0.2460 -1.0395 -2.1098
C 0.4332 -0.7547 -3.2162
C 0.7735 0.6565 -3.5606
C 0.7297 -1.9367 -3.8998
C 0.1953 -2.9533 -3.1230
C 0.1825 -4.4201 -3.3815
H 2.0131 -2.2316 3.8667
H 0.6659 -1.1075 3.6683
H 2.1093 -0.9395 2.6660
H 1.4174 -4.6248 2.7668
H 0.2019 -6.4395 1.1967
H 0.6151 -5.9277 -0.4346
H -1.0609 -5.8591 0.1066
H -1.5018 -4.1510 -1.2422
H -2.8987 1.4544 0.6541
H -4.1798 0.8246 1.6963
H -4.5553 1.3651 0.0635
H -5.5443 -1.4568 -0.1808
H -5.2504 -3.9467 -1.1284
H -3.7830 -4.7192 -0.5237
H -3.8279 -4.0811 -2.1659
H 0.3213 1.3441 -2.8437
H 0.4073 0.9217 -4.5528
H 1.8549 0.8125 -3.5590
H 1.2393 -2.0444 -4.8421
H 0.8902 -4.6624 -4.1717
H -0.8069 -4.7528 -3.6993
H 0.4523 -4.9861 -2.4925
N 0.8026 3.3171 3.9923
C 0.6688 2.4085 3.0326
S -0.6754 1.4913 2.8033
N 1.8754 2.4654 2.2300
N 2.1443 1.4981 1.5105
C 3.3447 1.7449 0.8030
C 3.9155 0.9753 -0.1485
C 5.1795 1.4725 -0.6871
C 5.8539 0.8132 -1.6384
C 5.3430 -0.4312 -2.1750
C 4.1910 -0.9640 -1.7397
C 3.3884 -0.3184 -0.7062
O 2.3364 -0.8295 -0.3454
H 0.0575 3.4625 4.6536
H 1.6157 3.9126 4.0096
H 3.8340 2.6663 1.1105
H 5.5566 2.4014 -0.2793
H 6.7892 1.1984 -2.0187
H 5.9150 -0.9315 -2.9457
H 3.7854 -1.8868 -2.1321
Br -2.7089 6.1480 -1.6349
C -1.2082 5.7199 -2.6962
C -1.0574 6.3759 -3.9127
C 0.0254 6.0944 -4.7259
C 0.9676 5.1564 -4.3294
C 0.8219 4.5019 -3.1192
C -0.2655 4.7806 -2.2996
I -0.4297 3.7410 -0.4983
H -1.7967 7.1055 -4.2117
H 0.1306 6.6109 -5.6698
H 1.8178 4.9331 -4.9594
H 1.5552 3.7715 -2.8039
*
```

The calculation puts the HOMO energy at -10.9 eV. Its orbital gap is 5.94 eV. The value obtained for the largest force on an atom is 0.50 eV/A.

Results of the Löwdin charge analysis, in e, for atoms 1 through 8:
1. Pb 1.229
2. C -0.026
3. C -0.333
4. C 0.032
5. C -0.249
6. C -0.008
7. N 0.043
8. N -0.043